53
Properties=species:S:1:pos:R:3:forces:R:3 method="wB97M-V/def2-TZVPD" homo_energy_ev=-7.69 spin_multiplicity=1
F 1.017 -0.144 4.472 -1.1 0.1 -0.8
C -0.092 0.071 3.681 0.5 -0.3 0.0
C -0.976 -0.984 3.467 -0.2 0.2 0.0
C -2.117 -0.722 2.716 -0.3 -0.4 -0.1
F -3.039 -1.729 2.514 0.9 0.8 0.3
C -2.355 0.499 2.120 0.6 0.9 0.0
C -1.410 1.563 2.286 -1.4 -2.6 1.1
C -1.622 2.785 1.587 1.0 1.3 1.6
C -0.748 3.218 0.563 0.7 1.2 -2.6
C -1.184 3.558 -0.763 0.2 -0.6 1.1
C -0.273 3.865 -1.763 0.2 0.1 0.1
C 1.101 3.913 -1.499 -0.4 -0.1 0.3
C 1.530 3.585 -0.216 0.4 -0.2 -0.5
F 2.878 3.596 0.056 -1.1 0.0 -0.2
C 0.671 3.194 0.785 -1.1 0.1 0.3
C -0.258 1.315 3.106 -0.8 0.8 -0.4
H -0.791 -1.967 3.865 0.0 -0.1 0.2
H -3.234 0.694 1.499 0.3 -0.4 0.3
H -2.354 3.590 2.186 2.0 -0.2 0.6
H -2.256 3.484 -0.975 0.6 -0.1 0.0
H -0.641 4.037 -2.777 0.2 0.1 0.3
H 1.813 4.158 -2.271 0.1 0.0 0.0
H 1.066 2.873 1.744 0.0 0.3 -0.4
H 0.462 2.116 3.285 -0.4 -0.5 0.2
C -7.117 0.393 3.090 0.2 0.3 -0.1
C -7.559 1.622 2.583 0.1 0.0 0.1
C -6.729 2.744 2.637 0.0 -0.1 -0.1
C -5.464 2.637 3.216 -0.1 -0.3 -0.3
S -4.421 4.099 3.258 -0.5 -1.3 1.7
C -3.408 4.097 1.735 -2.4 -0.2 -1.5
C -3.181 5.518 1.323 0.9 1.0 -0.3
C -3.146 5.914 -0.032 0.0 -0.4 0.4
C -2.983 7.240 -0.411 -0.4 0.3 0.3
C -2.907 8.232 0.579 0.1 -2.1 0.8
N -2.980 9.600 0.179 0.2 3.6 -1.3
O -3.003 10.517 1.036 0.0 -2.3 -1.5
O -3.012 9.837 -1.056 0.0 -0.6 2.5
C -2.814 7.860 1.938 -0.5 0.5 -0.9
C -2.965 6.528 2.291 0.3 -0.2 -0.1
O -5.326 5.219 3.268 0.5 -0.1 -0.5
O -3.496 3.910 4.353 0.0 0.2 -0.5
C -5.038 1.427 3.775 0.2 0.1 -0.2
C -5.849 0.294 3.674 -0.2 0.2 0.0
H -7.760 -0.486 3.027 0.2 0.3 0.0
H -8.553 1.719 2.141 0.4 -0.1 0.2
H -7.057 3.708 2.250 0.0 -0.3 0.1
H -3.962 3.491 1.002 0.2 0.5 0.2
H -3.248 5.152 -0.804 -0.1 0.4 0.2
H -2.993 7.534 -1.462 0.0 -0.1 0.4
H -2.704 8.630 2.698 0.0 -0.2 -0.2
H -2.915 6.311 3.357 0.0 -0.2 -0.3
H -4.074 1.373 4.276 -0.2 0.0 -0.2
H -5.486 -0.665 4.053 -0.2 0.4 -0.1

=====

64
Properties=species:S:1:pos:R:3:forces:R:3 method="wB97M-V/def2-TZVPD" total_charge=-2 homo_energy_ev="-1.78 / -1.74" s2=2.030 spin_multiplicity=3
V 0.243 0.115 -0.435 -1.7 -3.2 3.8
I -4.714 3.139 4.535 0.1 -0.1 -0.2
C -3.895 1.940 2.989 -0.2 0.3 0.3
C -4.365 2.086 1.689 0.0 0.0 0.0
C -3.849 1.279 0.699 0.1 -0.2 -0.3
I -4.691 1.339 -1.222 0.2 0.0 0.2
C -2.815 0.301 0.928 -0.2 -0.2 -0.1
O -2.325 -0.465 0.049 -0.1 0.5 0.2
C -2.439 0.167 2.311 0.1 0.0 0.0
C -1.496 -0.956 2.627 -0.2 -0.1 -0.1
N -0.135 -0.699 2.165 0.1 0.2 0.0
C 0.518 0.356 2.905 -0.1 -0.1 0.1
C 0.431 1.649 2.158 0.2 -0.2 0.1
C 0.321 2.865 2.806 0.0 0.3 0.1
C 0.479 4.042 2.090 0.1 -0.3 -0.2
C 0.808 3.929 0.746 0.0 0.3 0.3
C 0.878 2.681 0.167 0.2 0.1 0.1
N 0.634 1.534 0.837 0.5 2.7 1.4
C -2.962 0.969 3.306 0.1 0.0 0.0
H -5.143 2.801 1.461 0.0 0.0 0.0
H -1.846 -1.854 2.110 0.0 0.0 0.0
H -1.510 -1.153 3.713 0.0 0.0 0.0
H 0.408 -1.550 2.175 0.0 0.0 -0.2
H 1.585 0.121 2.987 0.0 0.0 0.0
H 0.120 0.472 3.924 0.0 0.0 0.0
H 0.129 2.884 3.871 -0.1 -0.1 0.0
H 0.390 5.008 2.569 0.0 0.0 0.0
H 1.012 4.803 0.142 0.0 0.0 -0.1
H 1.160 2.588 -0.876 -0.1 0.0 0.0
H -2.650 0.825 4.335 0.0 0.0 0.0
O 0.661 2.329 -2.799 -0.1 0.1 0.0
S -0.497 1.472 -2.513 0.1 1.5 -2.6
O -1.376 1.348 -3.654 -0.2 -0.2 0.3
O -1.160 1.889 -1.266 0.2 -0.6 0.5
O 0.114 0.087 -2.191 -0.2 0.3 -3.3
C 3.722 0.839 0.810 -0.2 -0.1 -0.1
Si 2.656 -0.213 -0.443 1.6 -0.1 -0.1
C 3.523 -1.929 -0.144 -0.3 0.2 0.0
C 3.404 0.336 -2.134 -0.2 0.0 0.1
H 4.794 0.663 0.675 0.0 0.0 -0.1
H 3.475 0.584 1.848 0.0 0.0 0.0
H 3.539 1.911 0.684 0.0 0.0 0.0
H 4.605 -1.852 -0.293 0.0 0.1 0.0
H 3.145 -2.700 -0.822 0.0 0.0 0.0
H 3.352 -2.277 0.881 0.0 0.0 0.0
H 4.423 0.734 -2.065 0.0 -0.1 0.1
H 2.759 1.109 -2.558 0.1 0.0 -0.1
H 3.410 -0.498 -2.842 0.0 0.0 0.0
C 0.920 -2.406 -3.668 -0.2 0.3 0.2
Ge -0.485 -2.478 -2.260 0.0 -1.4 0.1
C -0.782 -4.499 -2.182 0.0 0.2 0.0
C -2.218 -1.842 -2.939 0.2 0.1 0.2
C 0.089 -1.988 -0.445 0.3 -0.2 -0.6
H 0.673 -3.090 -4.484 0.0 0.0 0.0
H 1.897 -2.683 -3.265 0.0 0.0 0.0
H 0.985 -1.391 -4.059 0.1 0.0 0.0
H -1.165 -4.882 -3.135 0.0 0.0 0.0
H -1.502 -4.762 -1.402 0.0 0.1 0.0
H 0.153 -5.026 -1.964 0.0 0.1 0.0
H -2.675 -2.577 -3.606 0.1 -0.1 0.0
H -2.086 -0.899 -3.463 -0.1 0.1 -0.1
H -2.880 -1.660 -2.092 0.0 0.0 0.0
H 0.970 -2.587 -0.193 0.0 -0.1 -0.1
H -0.725 -2.276 0.224 -0.1 0.1 0.0

=====

182
Properties=species:S:1:pos:R:3:forces:R:3 method="wB97M-V/def2-TZVPD" total_charge=+1 homo_energy_ev=-10.29 spin_multiplicity=1
Mg 0.022 -2.005 1.880 -0.4 -0.5 0.7
C -2.355 -1.306 -1.554 0.7 0.2 0.5
F -2.898 -0.608 -2.530 0.3 -0.2 0.1
F -3.273 -1.651 -0.670 -0.3 -0.1 0.1
F -1.762 -2.409 -1.990 -0.3 0.5 -0.1
S -1.142 -0.157 -0.574 0.0 3.0 1.5
O -0.559 0.902 -1.405 -0.7 -2.4 1.0
O -1.940 0.429 0.530 1.4 -2.2 -1.6
N 0.090 -1.374 0.089 -3.2 2.5 -2.7
S 1.141 -1.441 -1.061 4.3 -0.1 -4.2
O 2.140 -2.514 -0.987 -1.7 0.9 1.5
O 0.641 -1.273 -2.426 -0.2 -0.2 2.0
C 2.223 0.161 -0.761 -0.2 -1.3 -0.7
F 2.303 0.848 -1.884 0.0 0.1 0.3
F 1.717 0.934 0.211 0.4 -0.2 -0.2
F 3.457 -0.257 -0.429 -0.6 0.4 0.2
C 2.008 7.888 2.719 -0.5 0.4 -0.2
O 0.866 8.446 2.009 2.0 -0.6 -1.7
C 1.148 8.376 0.539 -1.3 -0.3 1.4
C 1.246 6.922 0.068 -0.8 -0.4 0.1
O -0.029 6.276 0.393 0.3 0.7 0.7
C -0.253 4.944 -0.065 0.8 -0.2 0.5
C -1.366 4.083 0.688 1.0 1.7 -0.9
O -1.030 3.760 2.043 -0.4 -0.8 -1.3
C -1.468 4.776 2.919 0.6 0.8 -0.7
H 1.953 8.251 3.745 -0.1 -0.3 -0.1
H 2.987 8.160 2.325 0.0 0.8 -0.3
H 2.091 6.803 2.655 -0.7 -0.3 0.3
H 1.975 9.036 0.275 0.6 -0.5 0.2
H 0.305 8.833 0.021 -0.3 -0.1 0.4
H 2.100 6.405 0.507 -0.1 -0.2 0.5
H 1.458 6.866 -0.999 -0.3 0.2 -0.3
H 0.690 4.416 0.078 0.2 -0.4 -0.1
H -0.424 5.056 -1.135 -0.5 -0.7 -0.2
H -1.544 3.204 0.069 0.4 -0.3 0.4
H -2.286 4.660 0.596 -0.3 0.1 0.5
H -1.145 4.506 3.924 -0.2 0.2 -0.1
H -2.537 4.952 2.807 -0.2 -0.3 0.4
H -0.997 5.688 2.553 0.1 0.4 0.6
C -6.790 4.282 -4.898 0.7 -1.4 0.2
O -6.647 2.918 -5.369 2.0 0.4 -0.8
C -5.588 2.726 -6.398 -2.6 -0.4 0.9
C -6.016 1.519 -7.232 0.6 0.3 1.3
O -6.234 0.289 -6.465 -0.3 0.8 -1.0
C -5.168 -0.061 -5.604 0.2 1.3 0.0
C -5.240 -1.453 -5.061 -0.8 -1.1 -1.0
O -6.544 -1.721 -4.642 -1.3 0.1 0.7
C -6.656 -2.734 -3.679 0.6 -0.6 0.0
H -7.659 4.715 -5.395 0.0 0.2 0.4
H -5.897 4.891 -5.034 0.1 0.0 -0.5
H -6.829 4.158 -3.816 -0.8 0.4 0.0
H -4.574 2.470 -6.093 0.0 0.7 1.1
H -5.620 3.629 -7.007 0.4 -0.1 -0.3
H -5.122 1.466 -7.854 -0.2 -0.8 -0.8
H -6.903 1.841 -7.777 -0.1 -1.0 0.0
H -5.159 0.626 -4.757 0.1 0.3 0.1
H -4.248 0.037 -6.180 0.5 0.0 0.2
H -4.555 -1.669 -4.241 0.4 0.5 0.0
H -5.009 -2.144 -5.872 0.3 -0.3 -0.2
H -7.596 -2.767 -3.127 0.0 0.9 -0.1
H -5.804 -2.651 -3.005 0.0 0.0 0.6
H -6.592 -3.750 -4.069 0.2 -0.2 -0.7
C 0.171 -4.728 0.142 -0.2 0.3 -1.1
O 0.156 -3.950 1.382 -1.0 -3.3 -0.4
C -0.068 -4.896 2.504 1.2 1.5 0.5
C 0.749 -4.209 3.599 -0.6 -1.3 -0.3
O 0.301 -2.835 3.621 1.1 -1.6 3.2
C 0.649 -2.211 4.915 -1.5 0.1 0.3
C -0.271 -2.673 6.076 -0.9 -0.5 -2.2
O -1.677 -2.624 5.606 2.8 0.9 -0.1
C -2.430 -3.433 6.406 -2.0 -1.4 1.1
H 1.145 -5.159 -0.088 0.3 0.6 0.3
H -0.172 -4.101 -0.682 0.4 0.2 0.2
H -0.485 -5.596 0.084 -0.5 0.2 1.0
H 0.275 -5.903 2.263 0.4 0.2 -0.1
H -1.095 -4.998 2.854 -0.3 0.5 -0.6
H 1.813 -4.351 3.408 0.2 0.7 -0.3
H 0.599 -4.772 4.521 -0.4 0.5 0.4
H 0.478 -1.139 4.814 0.3 -0.2 -0.3
H 1.672 -2.449 5.207 0.2 0.1 -0.3
H -0.115 -2.050 6.957 -0.1 0.0 0.0
H -0.027 -3.715 6.284 -0.1 -0.1 0.4
H -2.208 -3.333 7.468 -0.1 0.2 0.1
H -2.401 -4.499 6.182 0.9 -0.4 -0.3
H -3.498 -3.278 6.251 0.0 0.8 0.1
C 3.183 -2.163 2.188 -0.3 0.8 -0.1
O 1.949 -1.426 2.219 0.6 0.7 -0.5
C 2.089 -0.177 2.882 1.1 0.3 0.3
C 0.801 0.590 2.908 0.1 1.0 -0.5
O -0.265 -0.318 2.801 -1.4 0.3 2.3
C -1.535 0.109 3.412 0.6 0.2 -1.0
C -2.596 -0.884 2.991 0.2 -0.7 -0.2
O -2.010 -2.030 2.211 -2.1 0.8 1.6
C -2.964 -3.110 2.435 0.6 -0.2 -1.8
H 3.428 -2.417 3.219 0.3 -0.2 0.0
H 3.908 -1.471 1.760 0.4 -0.4 0.0
H 3.057 -3.032 1.541 0.0 0.1 0.1
H 2.855 0.501 2.505 0.1 -0.2 -1.1
H 2.535 -0.340 3.863 -0.6 -0.4 0.6
H 0.640 1.291 2.090 0.5 0.1 -0.1
H 0.868 1.212 3.800 -0.7 -0.2 0.4
H -1.673 1.131 3.059 -0.4 -0.1 -0.2
H -1.594 0.118 4.500 1.1 0.1 0.2
H -3.426 -0.399 2.477 0.3 -0.3 -0.5
H -2.998 -1.316 3.908 0.0 -0.2 -0.1
H -2.699 -3.887 1.718 0.1 -0.1 0.0
H -3.943 -2.769 2.099 -0.1 0.1 0.5
H -2.952 -3.541 3.436 0.1 0.5 0.1
C 3.539 3.571 0.227 1.3 0.7 -1.2
O 4.937 3.308 0.405 -0.1 1.5 1.0
C 5.250 2.178 1.136 -0.1 -2.1 0.8
C 6.802 1.969 1.397 -1.4 0.8 -1.8
O 7.324 2.885 2.289 0.2 1.5 1.0
C 8.544 2.589 2.984 0.0 0.2 -0.9
C 9.786 2.398 2.036 -2.4 -0.8 -0.7
O 9.900 3.471 1.086 0.7 -0.4 1.6
C 10.651 4.565 1.588 0.0 0.5 -0.2
H 3.199 3.000 -0.637 -0.4 -0.4 0.2
H 3.557 4.606 -0.114 -0.3 0.1 0.1
H 2.867 3.519 1.084 0.3 -0.4 0.3
H 4.755 1.399 0.557 1.1 -1.1 -0.4
H 4.689 1.996 2.052 -0.1 1.1 0.9
H 7.117 2.231 0.387 1.0 -0.5 -0.2
H 7.103 0.962 1.687 -0.5 -0.4 -0.2
H 8.271 1.759 3.635 0.8 -0.6 0.0
H 8.768 3.420 3.653 -0.4 0.3 -0.1
H 9.547 1.539 1.409 0.0 -0.1 -0.2
H 10.648 2.039 2.599 0.5 0.9 0.1
H 10.208 5.115 2.418 -0.5 -0.3 0.3
H 10.715 5.319 0.803 0.2 -0.3 -0.2
H 11.647 4.269 1.917 0.2 -0.1 -0.2
C -2.661 3.600 6.319 -1.6 1.0 -0.2
C -3.795 2.680 5.727 2.0 0.6 -0.7
C -3.821 2.770 4.160 -0.5 0.5 1.2
O -4.778 1.876 3.642 -0.6 -0.6 -0.7
C -4.917 1.939 2.200 2.2 0.2 0.7
N -3.421 1.378 6.219 0.1 -1.0 -0.8
H -1.621 3.285 6.234 -0.3 -0.6 -0.4
H -2.852 3.737 7.383 0.0 -0.1 0.1
H -2.751 4.594 5.881 0.1 0.2 0.0
H -4.799 2.938 6.063 0.0 0.5 0.1
H -2.830 2.683 3.714 0.1 -0.5 0.0
H -4.145 3.786 3.934 0.0 0.3 0.0
H -3.898 1.818 1.831 0.3 -0.4 -0.4
H -5.119 2.938 1.816 -1.0 0.0 0.3
H -5.501 1.116 1.787 -0.4 0.4 0.5
H -3.874 0.695 5.629 -0.4 -0.5 0.4
H -3.705 1.286 7.184 -0.1 -0.3 0.0
C 3.607 -2.363 -4.193 1.0 1.8 0.5
C 5.041 -2.952 -4.090 -2.3 0.8 -0.7
C 5.481 -3.118 -2.594 1.1 -0.9 -0.3
O 5.646 -1.958 -1.737 -1.1 0.4 -2.0
C 5.912 -2.194 -0.389 0.5 0.0 -0.4
N 4.904 -4.170 -4.936 1.0 -1.1 1.6
H 3.577 -1.400 -3.685 -0.2 0.2 0.1
H 2.824 -2.960 -3.724 0.3 -0.4 0.0
H 3.355 -2.156 -5.233 -0.1 -0.2 0.0
H 5.783 -2.391 -4.659 -0.1 0.7 0.5
H 6.473 -3.556 -2.708 0.2 -0.5 0.4
H 4.822 -3.839 -2.110 -0.2 -0.1 0.1
H 6.088 -1.229 0.086 -0.2 0.2 -0.1
H 6.856 -2.729 -0.294 0.0 -0.5 0.3
H 5.084 -2.687 0.122 0.0 -0.3 0.0
H 4.037 -4.599 -4.647 -0.1 -0.4 -0.1
H 4.747 -3.903 -5.897 0.2 0.3 0.0
C -1.785 -6.792 -7.658 1.7 0.6 0.7
C -3.165 -6.634 -7.101 -0.7 0.5 0.9
C -3.304 -5.383 -6.166 -0.7 -0.8 -0.4
O -2.452 -5.510 -5.050 0.7 2.1 0.9
C -2.561 -4.358 -4.145 0.3 -0.9 -0.3
N -4.058 -6.581 -8.269 0.5 0.6 0.4
H -0.962 -6.654 -6.956 -0.4 -0.1 0.8
H -1.571 -5.945 -8.310 -0.3 -0.4 -0.8
H -1.545 -7.782 -8.047 -0.5 0.2 -0.7
H -3.452 -7.502 -6.507 0.3 -0.1 0.4
H -4.294 -5.309 -5.717 -0.7 -0.3 -0.4
H -3.201 -4.465 -6.745 0.6 0.2 -0.1
H -1.917 -4.554 -3.288 -0.3 -0.5 0.1
H -3.585 -4.137 -3.842 -0.4 -0.6 0.2
H -2.222 -3.370 -4.455 0.4 -0.2 -1.2
H -3.787 -7.414 -8.772 -0.6 0.0 -0.5
H -5.033 -6.602 -8.004 -0.1 -0.3 -0.1